Molecular formula: C48H43Cl4CuF6N8O18S2
Method: DFT, wB97M-V/def2-TZVPD

```
130
Properties=species:S:1:pos:R:3:forces:R:3
Cu 0.3694 -12.2943 -12.7596 -0.6559 -0.5064 -1.3513
C 0.5088 -11.1674 -16.8376 0.2992 -0.8460 0.3090
F 0.6569 -9.9410 -16.3506 -0.1528 0.1613 -0.2575
F 0.0445 -11.1549 -18.0698 -0.1217 0.3664 -0.0157
F 1.6968 -11.7607 -16.8293 0.0093 0.1444 -0.0056
S -0.7176 -12.1008 -15.7425 0.5649 1.2125 1.0196
O -1.3530 -11.0891 -14.9658 -0.1485 0.1707 0.1573
O -1.4869 -12.9417 -16.5786 -0.0339 -0.7238 -0.3487
N 0.2706 -12.9120 -14.6662 -0.4401 0.2168 -0.7232
S 0.7639 -14.3795 -15.2290 0.7443 -1.2755 1.4317
O 1.0676 -14.3927 -16.6057 -0.2954 0.6073 -0.7031
O 1.7404 -14.8466 -14.2922 -0.0603 0.3813 -0.1483
C -0.7240 -15.5121 -14.9650 0.0134 0.1791 -0.9391
F -1.2018 -15.8642 -16.1471 -0.1204 0.0803 0.3217
F -0.3432 -16.5807 -14.3019 -0.0082 -0.0716 0.3046
F -1.6797 -14.8759 -14.2752 0.0432 -0.0864 0.0615
Cl 1.4811 -6.7419 -19.8995 -0.1683 -0.2296 0.0741
C 1.6208 -6.9294 -18.1191 0.3151 0.9200 -0.7719
C 3.0708 -7.1109 -17.7206 -0.4280 -0.1683 0.5373
Cl 4.1062 -5.8142 -18.3407 0.1210 -0.0502 -0.1035
H 0.9510 -7.7367 -17.8486 0.1805 -0.1522 0.2983
H 1.2862 -5.9795 -17.7080 -0.2711 -0.1080 0.0601
H 3.4479 -8.0852 -18.0171 0.1915 0.0776 -0.1072
H 3.1274 -6.9977 -16.6376 0.0296 -0.3431 0.0247
Cl 2.0194 -15.1568 -19.6632 0.4424 0.1353 -0.0595
C 0.5166 -14.3598 -20.0922 -1.2302 0.1583 0.1721
C -0.6796 -15.1016 -19.5156 0.3438 0.0539 -0.5976
Cl -0.8127 -16.7123 -20.2836 -0.2280 0.0613 0.0653
H 0.3833 -14.2986 -21.1700 0.3825 -0.1548 -0.0764
H 0.4491 -13.3389 -19.7105 0.5036 -0.0564 0.1563
H -1.5642 -14.5304 -19.7908 -0.1643 -0.1407 0.2158
H -0.5960 -15.2499 -18.4466 -0.0523 0.0611 0.0728
C -5.2699 -13.9377 -15.6108 0.2075 -0.4473 0.1455
C -6.5423 -14.3932 -15.2941 0.2806 0.3835 0.0777
C -7.5823 -13.4782 -15.3001 -0.5323 -0.4985 -0.0423
C -7.3427 -12.1626 -15.6321 0.3219 -0.0087 -0.2626
C -6.0796 -11.7054 -15.9618 0.7235 0.0544 0.1783
C -5.0268 -12.6046 -15.8865 -0.1078 -0.4292 -0.5838
N -8.4750 -11.2349 -15.6741 -0.2371 0.3217 0.4467
O -8.2418 -10.1084 -16.0519 -0.0085 0.2137 -0.2269
O -9.5554 -11.6189 -15.2695 0.1461 -0.1420 -0.1799
H -4.4484 -14.6419 -15.6936 -0.0153 0.0002 0.1929
H -6.6811 -15.4298 -15.0205 -0.2329 -0.0103 -0.1640
H -8.6106 -13.7754 -15.1386 0.0850 -0.0192 0.2130
H -5.8402 -10.7045 -16.2868 -0.5175 0.1673 0.1402
H -4.0197 -12.3480 -16.1831 -0.0293 0.3650 0.0697
C 3.4802 -19.5672 -20.4837 -0.0844 -0.2775 0.2505
C 2.1159 -19.8492 -20.5426 0.6611 0.4983 -0.2700
C 1.2609 -19.2519 -19.6356 -0.5960 -0.7127 0.0935
C 1.7829 -18.5228 -18.5868 0.7407 -0.2555 -0.6702
C 3.1423 -18.2240 -18.5333 -0.9888 0.5980 0.5814
C 3.9800 -18.7062 -19.5127 0.1761 -0.0312 -0.1396
N 0.9064 -18.0716 -17.5194 -0.1410 -0.0587 0.0346
O -0.1945 -18.5738 -17.4394 -0.1125 0.0724 0.0086
O 1.3332 -17.2362 -16.7402 0.1305 0.1356 0.1761
H 4.1781 -20.0665 -21.1436 -0.1122 0.1806 -0.2378
H 1.7370 -20.4682 -21.3433 -0.1081 -0.0489 0.0842
H 0.1974 -19.4275 -19.7237 0.0234 0.0514 0.2116
H 3.4170 -17.5590 -17.7227 0.4862 -0.1679 -0.1960
H 5.0188 -18.4038 -19.5409 0.0456 -0.1513 0.1641
C 5.3718 -16.7176 -15.8355 -0.1501 -0.7263 -0.2320
C 4.6316 -15.7142 -16.4403 0.1584 0.2261 0.4536
C 5.1374 -15.1015 -17.5678 -0.0445 0.6555 -0.6553
C 6.3342 -15.5272 -18.1140 -0.1826 -0.6988 0.0697
C 6.9925 -16.6239 -17.6048 0.6455 -0.3466 0.3448
C 6.5139 -17.2127 -16.4512 -0.2667 0.1569 0.3347
N 6.8675 -14.8944 -19.3219 -0.0822 0.2470 -0.1409
O 6.4381 -13.7924 -19.6023 -0.0340 0.1122 -0.0098
O 7.6971 -15.4997 -19.9678 -0.0067 -0.0262 0.0951
H 5.0186 -17.2396 -14.9540 -0.1205 0.2436 0.0727
H 3.6918 -15.3900 -16.0118 0.0172 0.0019 -0.0775
H 4.6244 -14.2930 -18.0752 -0.0990 -0.0272 0.1481
H 7.9062 -17.0191 -18.0237 -0.0438 0.2315 -0.3369
H 7.0214 -18.0611 -16.0148 0.1277 0.0250 -0.0387
C -0.8060 -5.9251 -14.8243 -0.1340 -0.2138 -0.4522
C 0.5761 -5.8448 -14.7723 0.8114 -0.1486 -0.2974
C 1.3346 -6.8967 -14.2859 -0.1345 -0.1283 0.5738
C 0.6652 -8.0290 -13.8407 -0.2751 0.2345 -0.2979
C -0.7098 -8.1411 -13.9221 -0.5251 -0.4649 -0.1528
C -1.4560 -7.0730 -14.3797 0.3039 0.3803 -0.0531
N 1.4496 -9.1370 -13.3404 0.4541 -0.2303 -0.1037
O 2.5789 -8.9450 -13.0055 0.2250 -0.0257 0.1654
O 0.9308 -10.2703 -13.3268 -0.7114 -0.6863 0.3370
H -1.3717 -5.1721 -15.3588 -0.0030 0.2226 0.3700
H 1.1469 -5.0228 -15.1868 -0.3820 0.2544 0.0571
H 2.4136 -6.8629 -14.2284 -0.0190 0.1210 -0.0508
H -1.2181 -9.0802 -13.7689 0.1395 -0.0911 0.4466
H -2.5328 -7.1387 -14.4249 -0.0142 -0.1028 -0.0977
C 6.0522 -9.6668 -17.9973 0.0179 0.4829 0.1248
C 5.3304 -10.6411 -17.3200 0.0648 -0.0324 0.0216
C 6.0053 -11.6373 -16.6339 -0.0356 -0.6125 -0.0125
C 7.3855 -11.6113 -16.5792 -0.0248 0.4294 -0.4332
C 8.1025 -10.5842 -17.1600 0.3687 0.2284 0.1531
C 7.4302 -9.6009 -17.8679 0.1373 -0.2710 0.1694
N 8.1305 -12.7229 -15.9811 -0.0320 -0.4644 -0.0203
O 9.3222 -12.5860 -15.8025 -0.1146 0.0875 0.0608
O 7.5094 -13.7466 -15.7470 0.0222 0.1972 0.1255
H 5.5845 -8.9053 -18.6108 -0.2509 -0.0768 0.1441
H 4.2480 -10.6424 -17.3020 0.0049 -0.0604 -0.2794
H 5.4976 -12.5012 -16.2239 -0.1001 0.1813 0.1760
H 9.1772 -10.5542 -17.0443 -0.0256 -0.0553 -0.0697
H 7.9920 -8.7811 -18.2924 -0.0456 -0.0567 -0.1851
C -5.6868 -15.5940 -11.4170 0.0439 0.2707 -0.0274
C -4.3259 -15.8701 -11.3856 -0.0315 -0.5199 -0.1412
C -3.4019 -14.9113 -11.7515 0.4281 -0.3693 -0.3588
C -3.8511 -13.6725 -12.1505 0.1806 -0.3939 -0.0277
C -5.1975 -13.3840 -12.1863 -0.6287 1.1097 0.4450
C -6.1112 -14.3327 -11.8106 -0.2500 -0.7022 0.4093
N -2.9322 -12.6320 -12.5776 -0.8192 0.4087 0.2752
O -1.7223 -12.7440 -12.3209 0.4356 -0.2723 0.1914
O -3.4360 -11.6801 -13.0966 0.6316 0.5171 -0.2561
H -6.4564 -16.2971 -11.1309 0.2754 -0.3059 0.0576
H -3.9510 -16.8583 -11.1535 -0.1572 -0.0037 0.1786
H -2.3596 -15.1825 -11.8333 -0.0052 0.1937 0.2056
H -5.5589 -12.3757 -12.3335 0.2034 -0.0092 -0.4519
H -7.1711 -14.1290 -11.7500 0.0391 0.2991 -0.2173
C 3.1429 -18.1580 -10.3810 0.3142 -0.0942 -0.9681
C 2.5142 -17.5773 -9.2875 0.0090 -1.1387 -0.3794
C 1.5960 -16.5811 -9.5044 -0.5700 0.3754 0.8035
C 1.3448 -16.1411 -10.7896 0.6236 -0.3626 0.0852
C 1.9713 -16.7057 -11.8844 0.5287 0.6171 -0.8521
C 2.8917 -17.7139 -11.6817 -0.0986 0.0671 0.8157
N 0.4735 -15.0049 -10.9497 -0.5835 0.0846 -0.3342
O 0.7516 -14.2152 -11.8769 0.3797 0.6039 -0.1488
O -0.4821 -14.8803 -10.2412 0.0109 0.2625 0.2935
H 3.8608 -18.9686 -10.3318 -0.0599 0.0500 0.6288
H 2.6395 -18.0301 -8.3149 0.1587 0.3611 0.1722
H 1.0784 -16.1472 -8.6580 -0.0456 0.0932 -0.1097
H 1.8580 -16.2876 -12.8791 -0.2666 -0.1204 0.2378
H 3.4622 -18.1278 -12.4993 -0.1961 -0.0523 -0.1428
```
Positions in Å, forces in eV/Å.

Summary:
Highest occupied orbital energy (alpha / beta) in Ha: -0.4131 / -0.4131
2S+1: 2
Charge: +1
Largest force on an atom in eV/A: 2.1
Energy relative to the best compared isomer or geometry (same formula, charge and spin) in kcal/mol: 8.9



Molecular formula: C42H50As2Br2GeN2OPSeSn
Method: DFT, wB97M-V/def2-TZVPD

```
103
Properties=species:S:1:pos:R:3:forces:R:3
Sn -0.5128 0.7946 -0.6635 -0.2633 0.0872 -0.2185
N -1.3310 0.4328 2.0426 0.0284 -0.0645 -0.4024
C -1.5071 1.6762 2.7733 0.0689 0.1520 0.0948
C -2.1730 1.6567 3.9935 0.0405 0.0481 -0.0485
C -2.3360 2.8192 4.7222 -0.0257 0.0302 0.0539
C -1.8264 4.0183 4.2427 -0.0126 -0.0030 0.0408
C -1.1624 4.0440 3.0340 0.0014 0.0509 -0.0842
C -0.9994 2.8804 2.2787 -0.1945 -0.3054 0.1915
P -0.1155 3.0009 0.7100 0.2109 -0.0041 0.0414
C -1.0875 4.1578 -0.2816 -0.0869 0.0680 0.0898
C -2.4203 3.7587 -0.4463 0.0409 -0.0697 0.0704
C -3.3009 4.5260 -1.1846 -0.0383 0.0007 -0.0271
C -2.8655 5.7054 -1.7705 0.0293 0.0416 -0.0137
C -1.5483 6.1059 -1.6167 -0.0421 -0.0044 -0.0280
C -0.6597 5.3381 -0.8801 0.0415 -0.0760 -0.0024
C 1.5525 3.4961 1.2141 0.0558 0.0328 0.0295
C 2.2996 4.5698 0.7402 -0.0489 -0.1128 -0.0939
C 3.5698 4.8131 1.2420 0.0794 -0.0262 0.0483
C 4.1136 3.9912 2.2151 -0.0374 0.0032 -0.0302
C 3.3752 2.9181 2.6992 0.0538 0.0412 -0.0333
C 2.1086 2.6774 2.2038 -0.1833 -0.0094 0.0752
H -0.8233 -0.2295 2.6228 0.0436 0.0555 -0.0192
H -2.2454 0.0145 1.8776 0.0770 0.0489 0.0012
H -2.5574 0.7212 4.3786 -0.0359 -0.0512 0.0029
H -2.8572 2.7924 5.6680 -0.0200 -0.0013 0.0483
H -1.9473 4.9262 4.8143 -0.0028 0.0571 0.0191
H -0.7659 4.9809 2.6650 0.0204 0.0526 -0.0407
H -2.7930 2.8577 0.0351 0.0340 0.0279 0.0214
H -4.3287 4.2116 -1.2912 -0.0521 -0.0090 -0.0063
H -3.5530 6.3152 -2.3379 -0.0350 0.0232 -0.0316
H -1.2045 7.0258 -2.0659 0.0067 0.0560 -0.0283
H 0.3544 5.6810 -0.7895 0.0392 0.0293 0.0213
H 1.9181 5.2256 -0.0190 -0.0243 0.0400 -0.0527
H 4.1315 5.6588 0.8731 0.0308 0.0403 -0.0177
H 5.0989 4.1958 2.6067 0.0574 0.0027 0.0272
H 3.7791 2.2857 3.4769 0.0286 -0.0322 0.0568
H 1.5208 1.8695 2.6289 -0.0125 0.0578 -0.0234
C -1.4481 -5.2217 -2.1787 0.3293 -0.4854 0.4527
As -1.6376 -3.7166 -0.9678 0.2872 0.7322 -0.2967
C -1.4519 -1.3996 -3.9527 -0.2142 -0.0521 0.0063
C -3.4989 -3.8500 -0.6060 -0.3243 -0.1368 -0.8662
C -4.5287 -4.0162 -1.5348 -0.1159 0.3513 0.0018
C -5.8271 -3.7984 -1.1023 0.1263 -0.0678 -0.0254
C -6.0961 -3.4572 0.2264 -0.1424 -0.0209 -0.0169
C -5.0822 -3.3759 1.1642 0.0179 -0.2689 -0.0075
C -3.7886 -3.6263 0.7239 -0.0816 0.3596 0.6099
As -2.1684 -4.0465 1.6112 -0.7394 -0.8711 0.1621
C -2.3457 -3.4459 3.4468 0.7230 0.2540 0.1229
C -2.3232 -5.9678 1.8183 0.2632 -0.0316 0.0616
H -1.9775 -4.9526 -3.0974 -0.0465 0.1729 0.0698
H -1.9069 -6.1212 -1.7745 0.0233 -0.0877 -0.0830
H -0.4001 -5.3968 -2.4137 -0.0420 -0.0382 -0.0332
H -1.7833 -2.3386 -4.3998 0.0128 0.0161 0.0361
H -1.7692 -0.5912 -4.6099 0.0101 0.0184 -0.0390
H -1.9377 -1.2647 -2.9827 0.0416 -0.0159 -0.0531
H -4.3286 -4.2376 -2.5758 -0.0257 -0.0249 0.0141
H -6.6450 -3.8866 -1.8022 -0.0513 -0.0236 -0.0299
H -7.1217 -3.3075 0.5348 -0.0202 0.0493 -0.0092
H -5.3134 -3.1990 2.2069 0.0246 0.0167 -0.0012
H -2.4871 -2.3695 3.4942 -0.0218 0.0230 -0.0057
H -1.4502 -3.7239 4.0032 -0.0906 0.0402 0.0444
H -3.2071 -3.9570 3.8769 -0.0192 -0.0570 -0.1583
H -3.2540 -6.1991 2.3316 -0.0085 0.0064 0.0233
H -1.4748 -6.3203 2.4047 -0.0492 -0.0617 -0.0011
H -2.3053 -6.4484 0.8413 -0.0462 0.0442 0.0381
Br 2.5728 4.6470 -2.9642 -0.0269 0.0609 0.0627
C 2.1981 3.0238 -3.8076 -0.3172 -0.3593 0.1820
C 2.6711 2.7519 -5.0415 0.0184 -0.1701 -0.1603
C 2.4527 1.5004 -5.7496 -0.2228 -0.1239 0.3720
Br 3.2731 1.3809 -7.4210 -0.0193 -0.1035 -0.0726
C 1.7276 0.4933 -5.1991 0.0710 0.2290 0.0450
C 1.4959 -0.8251 -5.7591 0.0117 -0.0017 0.0210
C 0.7485 -1.7096 -5.0983 0.0266 0.1161 -0.1215
C 0.0717 -1.4011 -3.8046 0.3268 0.0109 0.2045
N 0.4511 -0.1288 -3.2030 0.4483 0.4950 -0.3884
C 1.1495 0.7223 -3.8658 -0.2931 -0.3137 0.3936
C 1.3646 2.0439 -3.1405 -0.2100 -0.0015 0.0046
O 0.8024 2.2354 -2.0538 0.3519 -0.0492 -0.1020
H 3.2645 3.4984 -5.5529 0.0380 0.0400 0.0009
H 1.9524 -1.0696 -6.7081 -0.0077 -0.0092 -0.0055
H 0.5759 -2.6926 -5.5143 -0.0159 -0.0699 -0.0323
H 0.3355 -2.1728 -3.0577 -0.0287 0.1654 -0.1441
C 2.5478 -3.7281 2.6837 -0.0875 -0.0311 -0.0178
Ge 3.6191 -2.2207 2.0726 0.0226 0.0426 -0.0403
C 4.6472 -2.6644 0.4806 0.0025 -0.0148 -0.0640
C 4.7013 -1.4141 3.4644 0.0004 -0.0101 0.0522
C 2.2451 -0.8178 1.6298 -0.0077 0.0713 -0.0432
Se 1.7939 -0.6734 -0.2566 0.1436 0.0175 -0.0419
C 3.2462 0.5072 -0.7923 0.0606 -0.0644 0.0838
H 3.1656 -4.5992 2.8896 0.0556 -0.0358 0.0009
H 1.8189 -4.0079 1.9189 0.0031 -0.0085 -0.0101
H 2.0177 -3.4714 3.6013 -0.0162 0.0183 0.0214
H 5.0724 -3.6607 0.5910 0.0227 -0.0336 0.0363
H 5.4762 -1.9733 0.3372 0.0235 0.0500 -0.0056
H 4.0343 -2.6727 -0.4219 -0.0113 -0.0080 0.0021
H 5.4673 -2.1033 3.8138 0.0317 -0.0556 -0.0046
H 4.0912 -1.1331 4.3218 -0.0275 0.0195 0.0280
H 5.2013 -0.5242 3.0834 0.0164 0.0315 -0.0175
H 2.5542 0.1719 1.9613 -0.0068 -0.0613 -0.0329
H 1.3139 -1.0767 2.1322 -0.0458 -0.0011 0.0765
H 4.1650 0.0553 -0.4229 -0.0268 0.0126 -0.0104
H 3.0979 1.4964 -0.3669 0.0000 0.0198 -0.0039
H 3.2739 0.5354 -1.8774 0.0031 0.0075 -0.0169
```
Positions in Å, forces in eV/Å.

Summary:
Highest occupied orbital energy in Ha: -0.5519
Charge: +3
Largest force on an atom in eV/A: 1.2
Energy relative to the best compared isomer or geometry (same formula, charge and spin) in kcal/mol: 24.6



Molecular formula: C3H18N2O7
Method: DFT, wB97M-V/def2-TZVPD

```
30
Properties=species:S:1:pos:R:3:forces:R:3
C -2.0870 -0.9086 -0.4552 -1.1869 1.1967 1.3296
N -1.1438 -0.3168 0.5294 3.2953 -1.1313 -2.3476
C -1.4397 0.7667 1.2135 -1.1773 -1.3953 1.8350
O -2.7793 0.7900 1.5637 0.6012 3.3513 1.8210
O -0.6656 1.5086 1.7784 1.0636 1.3966 0.1542
C -1.3692 -1.1862 -1.8203 -0.8010 -0.6362 -0.9701
N -0.5867 -2.3805 -1.7648 -1.6741 -1.9086 -3.0860
H -2.4660 -1.7308 0.2285 0.1297 -0.1856 -2.1818
H -2.9909 -0.1997 -0.5276 1.5325 -0.8685 -0.1721
H -0.0852 -0.6761 0.4327 -3.2039 1.6060 0.5847
H -2.8013 1.5907 2.2755 -0.0578 -2.6977 -2.5530
H -0.6933 -0.4090 -2.3067 -0.8729 -0.0848 1.6647
H -2.0973 -1.2772 -2.6467 -0.2036 -0.1323 0.6444
H -0.9986 -3.3578 -1.9204 0.5596 2.5095 0.6620
H 0.0368 -2.3434 -1.0406 1.4415 -0.6539 1.6053
H 1.0207 1.9767 1.4007 0.5843 0.0230 0.8164
H 2.4691 2.3849 1.9459 2.1105 3.0922 2.8784
O 2.0082 1.8441 1.4121 -3.3483 -2.8879 -3.0638
H -0.7143 3.3501 -1.2267 1.8208 -1.8044 -0.7246
H 0.4700 2.1753 -1.6995 0.8290 0.5186 0.9133
O -0.3729 2.5978 -1.7972 -2.5695 1.2272 -0.2044
H 1.9814 -0.3818 2.4150 -0.1395 -1.3928 0.4514
H 2.1475 0.1735 1.1976 0.3676 -2.4916 -0.1883
O 2.1106 -0.8130 1.5488 -0.1297 3.5126 -0.2068
H 2.9635 2.5545 -1.2681 0.0347 0.8775 0.0337
H 2.1770 1.5770 -0.3630 0.4326 0.4996 0.1859
O 2.8040 1.6409 -1.0887 -0.1600 -1.2539 -0.8639
H 1.4531 -2.3489 0.4994 1.0627 0.9206 0.5422
H 0.8167 -3.5637 1.1620 -0.0007 0.7568 -1.1665
O 0.8324 -3.0374 0.3224 -0.3408 -1.9637 1.6068
```
Positions in Å, forces in eV/Å.

Summary:
Highest occupied orbital energy in Ha: -0.3073
Structure (SMILES): NCCNC(=O)O.O.O.O.O.O
Largest force on an atom in eV/A: 5.4
Energy relative to the best compared isomer or geometry (same formula, charge and spin) in kcal/mol: 28.8



Question: Look up the energy relative to the best compared isomer or geometry (same formula, charge and spin) of the first one.
Answer: 8.9 kcal/mol



Question: Among the records above, which one has the lowest energy relative to the best compared isomer or geometry (same formula, charge and spin)?
Answer: C48H43Cl4CuF6N8O18S2



Question: Which of these has the highest largest force on an atom?
Answer: C3H18N2O7